The following is a quantum chemistry calculation of a 9-piece molecular cluster, C56H53Br2F11NO overall, from OMol25.

## Properties
molecular weight	1124.8	Da
LUMO energy	-2.484	eV
relative energy (zero: lowest compared OMol25 entry of this formula, charge and spin)	1.8	kcal per mole
total charge	+1
total energy	-8542.01564	a.u.
HOMO level	-9.91	eV

CARTESIAN COORDINATES (ANGSTROEM)
F  -0.31905  4.80277  -5.69833
C  -0.07330  3.74135  -6.48292
F  0.53261  4.24233  -7.59151
Br  -1.72794  2.90723  -6.97489
C  0.89395  2.80048  -5.72126
F  0.14929  2.20250  -4.74787
Br  1.50300  1.39375  -6.91345
C  2.06277  3.52376  -5.02963
C  2.73508  4.69735  -5.75980
C  3.45025  4.31519  -7.06403
C  4.94854  4.02610  -6.88672
O  5.67937  4.32708  -8.06419
C  4.99185  4.00288  -9.25153
C  3.74782  4.90674  -9.42350
N  3.37227  5.43362  -8.07433
H  1.65927  3.86545  -4.07005
H  2.82167  2.76778  -4.79780
H  3.48022  5.11900  -5.07373
H  2.01216  5.50251  -5.93762
H  2.96917  3.47097  -7.55528
H  5.08887  2.97753  -6.58406
H  5.37149  4.66566  -6.10286
H  4.70585  2.94155  -9.27390
H  5.68161  4.17660  -10.08179
H  2.90047  4.31945  -9.79071
H  3.91925  5.75574  -10.08683
H  2.42749  5.81715  -8.08157
H  4.03423  6.16791  -7.80936
F  4.17355  8.07786  -8.40606
C  3.61307  9.19951  -8.97933
C  3.18494  9.12270  -10.28537
C  2.61630  10.25634  -10.85053
C  2.49388  11.42134  -10.10694
C  2.94097  11.46044  -8.79326
C  3.51126  10.33664  -8.21160
H  3.30456  8.20948  -10.85348
H  2.27415  10.22681  -11.87576
H  2.05357  12.30169  -10.55367
H  2.85108  12.36997  -8.21571
H  3.87169  10.34317  -7.19211
F  -6.99077  3.88485  -3.63708
C  -5.98604  3.04065  -3.33714
C  -4.83680  3.07937  -4.10220
C  -3.80420  2.20706  -3.78728
C  -3.93080  1.32292  -2.72568
C  -5.09514  1.31035  -1.97028
C  -6.13870  2.17266  -2.27330
H  -4.76299  3.77894  -4.92430
H  -2.89405  2.22397  -4.37168
H  -3.12043  0.64865  -2.48129
H  -5.18784  0.62927  -1.13495
H  -7.05357  2.18427  -1.69680
F  -1.66632  0.57337  3.35439
C  -2.47943  1.40267  2.66267
C  -2.18599  1.64310  1.33541
C  -3.01163  2.49779  0.62070
C  -4.10635  3.09160  1.23545
C  -4.37745  2.82832  2.57190
C  -3.55975  1.97440  3.30074
H  -1.32506  1.16992  0.88215
H  -2.80285  2.69306  -0.42269
H  -4.75005  3.75344  0.67123
H  -5.23308  3.28116  3.05223
H  -3.75820  1.74981  4.33979
F  2.17676  -5.86425  3.75640
C  1.46126  -4.71742  3.69009
C  0.65369  -4.50389  2.59176
C  -0.05566  -3.31331  2.51975
C  0.04504  -2.36799  3.53227
C  0.85888  -2.61833  4.62911
C  1.58089  -3.80079  4.71459
H  0.59738  -5.25072  1.81135
H  -0.69086  -3.12436  1.66412
H  -0.49871  -1.43693  3.45776
H  0.94277  -1.88526  5.42027
H  2.22850  -4.01156  5.55540
F  -6.59245  1.74871  4.58720
C  -7.07515  0.48830  4.49159
C  -6.69585  -0.28090  3.41032
C  -7.18998  -1.57443  3.31796
C  -8.04334  -2.07178  4.29328
C  -8.40534  -1.27278  5.36911
C  -7.91970  0.02267  5.47750
H  -6.02661  0.13089  2.66643
H  -6.90329  -2.19654  2.48050
H  -8.42418  -3.08096  4.21600
H  -9.07010  -1.65751  6.13074
H  -8.18547  0.66329  6.30713
F  3.94518  -8.45048  9.67838
C  3.00939  -7.63456  9.15185
C  2.97943  -7.45284  7.78360
C  2.00809  -6.61679  7.24993
C  1.09369  -5.98125  8.07925
C  1.14859  -6.18278  9.45178
C  2.11129  -7.01772  9.99969
H  3.70309  -7.95680  7.15748
H  1.96423  -6.46839  6.17909
H  0.33377  -5.33791  7.65547
H  0.43040  -5.69783  10.09938
H  2.16309  -7.20163  11.06422
F  -2.07996  -7.17428  9.09859
C  -1.84407  -8.32834  9.75974
C  -0.79130  -9.12394  9.35614
C  -0.55177  -10.30441  10.04413
C  -1.35971  -10.67159  11.11211
C  -2.41234  -9.85208  11.49541
C  -2.66258  -8.66676  10.81825
H  -0.17238  -8.81650  8.52318
H  0.27384  -10.93636  9.74493
H  -1.16814  -11.59303  11.64503
H  -3.04492  -10.13427  12.32645
H  -3.47554  -8.01164  11.10065
F  4.27543  -1.36491  -1.16477
C  4.58967  -2.51206  -0.51725
C  5.65749  -3.25851  -0.97199
C  5.97168  -4.43509  -0.30598
C  5.22342  -4.84367  0.78957
C  4.15605  -4.07010  1.22428
C  3.82999  -2.89039  0.57044
H  6.22521  -2.92080  -1.82829
H  6.80615  -5.03348  -0.64649
H  5.47089  -5.76227  1.30382
H  3.57178  -4.38510  2.07688
H  3.00260  -2.27353  0.89576

Forces on atoms 1 to 2 (eV/Å):
-0.13 0.05 0.20
-0.09 -0.02 0.05

=====

The following is a quantum chemistry calculation of C56H53Cl3N4O3OsP2SSe2 as an isolated structure, from OMol25.

## Properties
molecular weight	1378.6	Da
LUMO energy	-4.957	eV
relative energy (zero: lowest compared OMol25 entry of this formula, charge and spin)	44.2	kcal per mole
total charge	+2
total energy	-9965.10764	a.u.
HOMO level	-11.69	eV

CARTESIAN COORDINATES (ANGSTROEM)
Os  0.59109  -1.10412  -0.14468
O  -0.34264  -0.30560  1.76454
P  -1.56232  -0.50840  2.62754
C  -2.61107  -1.82217  1.93448
P  -2.76488  -1.74706  0.13032
O  -1.40730  -1.83260  -0.51508
C  -3.55856  -0.19229  -0.26234
C  -2.85265  0.72719  -1.03321
C  -3.40264  1.96962  -1.31359
C  -4.65221  2.29933  -0.80926
C  -5.35923  1.38705  -0.03384
C  -4.81704  0.14243  0.23699
C  -3.82964  -3.10142  -0.35024
C  -3.55584  -4.38377  0.13444
C  -4.32067  -5.46034  -0.27769
C  -5.36478  -5.26482  -1.17494
C  -5.63755  -3.99649  -1.66494
C  -4.87063  -2.91408  -1.25703
C  -2.53805  0.98710  2.73174
C  -1.95727  2.17849  2.30648
C  -2.65183  3.37205  2.44192
C  -3.92549  3.37328  2.99234
C  -4.50904  2.18417  3.41422
C  -3.81579  0.99232  3.28932
C  -1.17355  -1.03343  4.29748
C  -1.30537  -0.16010  5.37465
C  -0.94580  -0.57153  6.65025
C  -0.45250  -1.85091  6.85479
C  -0.31060  -2.72580  5.78374
C  -0.66667  -2.31891  4.51052
H  -3.59538  -1.83450  2.40822
H  -2.12628  -2.77522  2.16587
H  -1.87730  0.45966  -1.42249
H  -2.86200  2.68083  -1.92442
H  -5.08003  3.26983  -1.02411
H  -6.33483  1.64675  0.35435
H  -5.37736  -0.56518  0.83876
H  -2.73511  -4.55035  0.82216
H  -4.10716  -6.45153  0.09890
H  -5.96763  -6.10602  -1.49007
H  -6.44977  -3.84671  -2.36333
H  -5.08609  -1.92746  -1.64738
H  -0.96219  2.15467  1.87757
H  -2.20051  4.30331  2.12521
H  -4.46544  4.30460  3.09981
H  -5.50016  2.18970  3.84718
H  -4.27172  0.07266  3.63944
H  -1.69251  0.83961  5.22540
H  -1.05698  0.10746  7.48447
H  -0.18039  -2.17151  7.85145
H  0.06966  -3.72553  5.94627
H  -0.54124  -3.00990  3.68417
Se  -0.37050  -4.57542  -1.62418
Se  1.88195  -4.82053  -1.26167
C  2.12927  -3.86952  0.41351
C  2.94435  -4.63495  1.24898
C  3.22697  -4.23555  2.53766
C  2.61307  -3.07555  2.98363
C  1.83890  -2.35645  2.10502
N  1.61706  -2.67946  0.80088
C  -0.68380  -3.15239  -2.87907
C  -1.80560  -3.37111  -3.66384
C  -2.36806  -2.33640  -4.38958
C  -1.78648  -1.08373  -4.31692
C  -0.64591  -0.93420  -3.56027
N  -0.08906  -1.94460  -2.87860
H  3.32574  -5.57674  0.87694
H  3.86657  -4.82840  3.17659
H  2.73707  -2.70803  3.99264
H  1.38142  -1.42995  2.42204
H  -2.24331  -4.36006  -3.68140
H  -3.24587  -2.51022  -4.99710
H  -2.18466  -0.23426  -4.85252
H  -0.12450  0.00589  -3.48862
Cl  -2.41136  5.70758  -2.10248
C  -0.84817  5.40555  -1.41812
C  -0.73942  4.72026  -0.22104
C  0.52526  4.47013  0.28381
C  1.69488  4.86319  -0.36433
C  3.06848  4.58126  0.23641
C  3.13020  3.54622  1.36953
N  2.97566  2.12014  1.03358
C  3.89767  1.16968  1.39380
C  3.40038  -0.03412  1.00688
N  2.18586  0.15848  0.38422
C  1.96490  1.46233  0.42560
O  4.09178  4.33176  -0.69047
C  3.84987  3.34694  -1.69898
C  5.14315  2.69685  -2.06058
C  6.13945  3.32103  -2.75394
Cl  6.10329  4.91814  -3.36729
S  7.50270  2.31948  -3.00738
C  6.75152  1.02345  -2.18226
C  5.51234  1.36130  -1.73427
C  1.53355  5.64218  -1.51350
Cl  2.86974  6.40978  -2.29446
C  0.27847  5.88821  -2.05675
H  -1.62410  4.39810  0.31091
H  0.59313  3.96895  1.23960
H  3.37425  5.51214  0.72926
H  2.44927  3.81133  2.17933
H  4.14225  3.62119  1.76170
H  4.82281  1.43434  1.87494
H  3.85734  -1.00391  1.09398
H  1.09663  1.94540  0.01867
H  3.41421  3.83671  -2.57608
H  3.14420  2.59426  -1.34833
H  7.26656  0.08338  -2.07142
H  4.87156  0.68754  -1.18420
H  0.19191  6.47632  -2.95898
C  3.59670  -1.39722  -2.27057
C  2.28099  -1.03996  -2.97668
C  2.21305  0.48563  -3.15151
C  2.34448  -1.69867  -4.36304
C  1.17951  -1.69388  -2.08498
H  4.44347  -1.00843  -2.83762
H  3.71473  -2.48149  -2.20078
H  3.63864  -0.98369  -1.26562
H  3.21312  0.88861  -3.32217
H  1.80542  0.97496  -2.26518
H  1.61929  0.78470  -4.01809
H  3.21081  -1.32739  -4.91264
H  1.46865  -1.48703  -4.97934
H  2.44786  -2.78374  -4.27602
H  1.55930  -2.70066  -2.01362

Forces on atoms 1 to 2 (eV/Å):
-0.05 -0.28 0.13
0.02 0.09 0.06

=====

The following is a quantum chemistry calculation of C56H55BiBrN3OP3Si as an isolated structure in a non-equilibrium geometry, from OMol25.

## Properties
molecular weight	1196.0	Da
LUMO energy	-2.543	eV
relative energy (zero: lowest compared OMol25 entry of this formula, charge and spin)	80.7	kcal per mole
total charge	+1
total energy	-6508.49107	a.u.
HOMO level	-9.83	eV

CARTESIAN COORDINATES (ANGSTROEM)
Bi  -0.02921  -1.09596  -0.29657
C  1.80762  -3.93383  0.23479
P  1.94671  -2.40880  1.24562
C  3.74087  -2.08679  1.17117
C  4.23963  -1.43648  0.04254
C  5.59263  -1.15552  -0.05205
C  6.44969  -1.51222  0.97948
C  5.95462  -2.15977  2.10132
C  4.60104  -2.44623  2.20622
C  1.64142  -2.93271  2.96117
C  1.77089  -1.96861  3.96379
C  1.63941  -2.32093  5.29601
C  1.36331  -3.63814  5.63859
C  1.18499  -4.58734  4.64399
C  1.31242  -4.23970  3.30680
C  0.37535  -4.21664  -0.07311
C  -0.32673  -5.39178  -0.07996
C  -1.58774  -5.12178  -0.67096
C  -1.61079  -3.78989  -0.99410
C  -2.58708  -3.08093  -1.88875
P  -2.32769  -1.26156  -1.93646
C  -3.56795  -0.70427  -0.60273
C  -4.89597  -0.04603  -1.09169
C  -6.14277  -0.83736  -0.88209
C  -6.17261  -1.87204  -0.04585
C  -4.97707  -2.30787  0.66860
C  -3.77680  -1.79700  0.40227
C  -3.00315  -0.73824  -3.55254
C  -2.80096  0.59200  -3.92929
C  -3.05995  1.01030  -5.22307
C  -3.50081  0.09888  -6.17101
C  -3.72823  -1.21685  -5.80040
C  -3.48793  -1.63630  -4.50059
N  -0.41462  -3.21206  -0.60703
H  2.30234  -4.76917  0.72875
H  2.34612  -3.71388  -0.69221
H  3.56731  -1.15546  -0.75492
H  5.97887  -0.64781  -0.92642
H  7.50362  -1.27898  0.90838
H  6.62320  -2.43888  2.90499
H  4.21668  -2.94367  3.08675
H  1.98462  -0.93988  3.69347
H  1.75536  -1.57180  6.06792
H  1.27952  -3.92344  6.67856
H  0.95516  -5.61205  4.90427
H  1.15002  -4.99207  2.54749
H  0.02766  -6.34947  0.26704
H  -2.37243  -5.83769  -0.85638
H  -3.62031  -3.29928  -1.61503
H  -2.41361  -3.44824  -2.90360
H  -4.83286  0.27454  -2.13336
H  -7.02521  -0.52481  -1.42615
H  -7.09214  -2.41800  0.11844
H  -5.08744  -3.07780  1.42119
H  -2.89622  -2.13919  0.93858
H  -2.40745  1.29301  -3.21289
H  -2.87667  2.03888  -5.50519
H  -3.64459  0.40496  -7.19827
H  -4.08434  -1.92800  -6.53374
H  -3.68308  -2.66808  -4.24338
N  3.15136  0.81136  1.92792
C  3.03258  1.95796  2.68784
C  4.03498  2.26640  3.61390
C  4.02965  3.47007  4.28664
C  3.02273  4.39594  4.04890
C  2.00500  4.07944  3.16898
C  1.97630  2.86097  2.49278
P  0.60711  2.44944  1.30701
C  1.13754  3.64371  0.00554
C  0.36717  4.65382  -0.56558
C  0.89786  5.47509  -1.55313
C  2.19385  5.28288  -2.00069
C  2.95360  4.24523  -1.47703
C  2.42872  3.43196  -0.48797
C  -0.79306  3.19985  2.23411
C  -1.50411  2.28004  3.00837
C  -2.57311  2.67357  3.79580
C  -2.96725  4.00313  3.80565
C  -2.26694  4.92905  3.04844
C  -1.18079  4.53737  2.27811
H  3.80364  0.10950  2.23164
H  2.35557  0.50565  1.39829
H  4.83263  1.54942  3.77590
H  4.81500  3.69359  4.99661
H  3.02423  5.35447  4.54965
H  1.21294  4.79547  3.00682
H  -0.65182  4.81722  -0.24391
H  0.29397  6.27579  -1.96132
H  2.60884  5.93572  -2.75700
H  3.96345  4.08608  -1.83247
H  3.03444  2.63204  -0.07438
H  -1.18532  1.24178  3.01240
H  -3.10255  1.94855  4.39999
H  -3.80301  4.32090  4.41457
H  -2.55771  5.97172  3.06042
H  -0.62734  5.29260  1.73888
Br  -5.67188  1.25250  1.46741
C  -4.60135  1.18732  -0.17512
C  -4.66979  2.52360  -0.82203
C  -3.56330  3.09542  -1.28971
C  -2.28478  2.39295  -1.19538
N  -2.07893  1.30070  -0.57597
C  -3.17505  0.64210  0.08729
H  -5.64439  2.98776  -0.91038
H  -3.58946  4.06301  -1.77266
H  -1.42927  2.82221  -1.70814
H  -2.91862  0.53856  1.14413
C  0.34345  -1.54812  -4.38562
Si  1.83459  -1.17378  -3.29762
C  3.09333  -2.56984  -3.47511
C  2.61297  0.49551  -3.69469
O  1.39933  -1.11769  -1.71113
H  0.63218  -1.76552  -5.41523
H  -0.35809  -0.71117  -4.41307
H  -0.19052  -2.42188  -4.00068
H  3.49399  -2.58024  -4.49139
H  2.63981  -3.54734  -3.29616
H  3.93871  -2.46099  -2.79368
H  3.29434  0.41210  -4.54412
H  3.18472  0.87981  -2.84786
H  1.86119  1.24398  -3.95314

Forces on atoms 1 to 2 (eV/Å):
-0.30 0.58 -0.01
-0.23 0.18 0.07